{"formula": "C39H67BKN6OP2S", "method": "ωB97M-V/def2-TZVPD", "e_lumo_ev": 2.120, "de_lowest_kj_mol": 15.15, "total_charge": -1, "gap_ev": 4.6, "symbols": ["K", "C", "C", "C", "C", "P", "C", "N", "B", "N", "C", "P", "C", "C", "C", "C", "C", "C", "C", "C", "C", "C", "C", "C", "C", "C", "C", "C", "C", "C", "H", "H", "H", "H", "H", "H", "H", "H", "H", "H", "H", "H", "H", "H", "H", "H", "H", "H", "H", "H", "H", "H", "H", "H", "H", "H", "H", "H", "H", "H", "H", "H", "H", "H", "H", "H", "H", "H", "H", "H", "H", "H", "H", "H", "C", "C", "C", "C", "C", "C", "H", "H", "H", "H", "H", "C", "C", "C", "C", "N", "C", "N", "N", "N", "H", "H", "H", "H", "H", "H", "H", "H", "H", "H", "O", "S", "C", "C", "C", "C", "H", "H", "H", "H", "H", "H", "H", "H"], "positions_angstrom": [[0.416596, 0.506175, -0.636700], [-3.229098, 0.863193, 5.571845], [-2.616607, 1.438452, 4.291696], [-3.510317, 2.566257, 3.763618], [-1.261406, 2.071633, 4.649406], [-2.197794, 0.255629, 2.870177], [-1.574878, -1.174695, 3.872199], [-0.598080, -2.004900, 3.201037], [-0.007155, -1.896670, 1.837502], [0.844304, -3.115816, 1.858463], [1.650102, -3.661030, 0.792998], [1.215918, -2.954686, -0.867363], [2.818837, -3.437118, -1.767714], [3.824716, -2.359168, -1.325942], [3.445728, -4.806620, -1.488955], [2.606773, -3.263178, -3.273535], [-0.160404, -4.134490, -1.411815], [-1.180631, -4.242504, -0.269792], [0.253611, -5.551584, -1.800995], [-0.865631, -3.461181, -2.598968], [0.788427, -3.788951, 3.065115], [1.428155, -4.933253, 3.509083], [1.157296, -5.393574, 4.805121], [0.269176, -4.716496, 5.625767], [-0.377071, -3.555022, 5.180669], [-0.108595, -3.094132, 3.903036], [-3.818453, -0.450447, 2.196536], [-4.946490, -0.720978, 3.189490], [-4.314035, 0.509745, 1.106634], [-3.460548, -1.778019, 1.515306], [-3.377700, 1.675572, 6.293965], [-2.573356, 0.130795, 6.045479], [-4.195604, 0.391935, 5.406260], [-3.521028, 3.391598, 4.484377], [-4.542494, 2.242354, 3.618550], [-3.135094, 2.957675, 2.814329], [-1.395387, 2.776387, 5.477938], [-0.842858, 2.612973, 3.798492], [-0.526604, 1.326701, 4.963782], [-2.421052, -1.787466, 4.215309], [-1.127341, -0.753878, 4.779005], [1.529625, -4.752281, 0.757323], [2.715598, -3.480405, 0.972912], [4.044248, -2.410756, -0.257988], [3.455639, -1.357256, -1.551465], [4.770768, -2.511361, -1.860669], [3.547029, -5.003728, -0.420684], [4.454548, -4.833443, -1.919004], [2.883661, -5.625892, -1.931392], [2.188241, -2.276345, -3.485754], [1.939643, -4.018151, -3.692195], [3.568675, -3.347242, -3.795376], [-0.797399, -4.834467, 0.564546], [-2.080121, -4.739453, -0.654108], [-1.456593, -3.263100, 0.123525], [0.802468, -6.048024, -0.997993], [0.861494, -5.580717, -2.705496], [-0.649879, -6.142520, -1.993210], [-1.280322, -2.496059, -2.300573], [-1.689432, -4.091763, -2.951140], [-0.191442, -3.287271, -3.439633], [2.128022, -5.462011, 2.873105], [1.648046, -6.289301, 5.166579], [0.068773, -5.088336, 6.623359], [-1.075798, -3.035540, 5.824858], [-5.349653, 0.193606, 3.625434], [-4.624421, -1.378438, 4.000206], [-5.769018, -1.225648, 2.667997], [-4.620320, 1.475034, 1.513202], [-5.177841, 0.072133, 0.592725], [-3.530735, 0.689106, 0.368352], [-3.195761, -2.548158, 2.243834], [-2.603334, -1.673578, 0.848023], [-4.328752, -2.130582, 0.945121], [0.550965, 4.410358, -4.484951], [0.861001, 4.575217, -3.137150], [0.390752, 3.661541, -2.195426], [-0.397480, 2.523002, -2.499826], [-0.692259, 2.431550, -3.878046], [-0.241719, 3.328997, -4.851096], [0.910127, 5.113937, -5.227875], [1.480261, 5.413005, -2.825943], [0.679562, 3.853697, -1.159245], [-1.295415, 1.594062, -4.235187], [-0.513186, 3.189862, -5.895460], [-4.717555, 5.094959, 0.432917], [-3.755780, 6.278474, 0.477497], [-3.473304, 6.704388, 1.914028], [-2.473325, 5.986526, -0.297403], [-1.704927, 4.890458, 0.262996], [-1.772285, 3.589701, -0.000406], [-0.900266, 2.961403, 0.744031], [-0.280679, 3.924068, 1.470335], [-0.753290, 5.085633, 1.189434], [-5.652858, 5.339709, 0.939323], [-4.290615, 4.224883, 0.939712], [-4.953490, 4.804485, -0.593319], [-4.216772, 7.119743, -0.051676], [-3.034030, 5.883323, 2.485116], [-4.398906, 7.002550, 2.409663], [-2.774601, 7.542212, 1.955884], [-1.816349, 6.854466, -0.316028], [-2.702220, 5.713407, -1.328619], [-2.403971, 3.145394, -0.748527], [2.196610, 0.488934, -2.337730], [2.439891, 1.420177, -3.502931], [2.067634, 0.432059, -4.994875], [3.372640, -0.126075, -5.577158], [4.416640, -0.079212, -4.461116], [4.219522, 1.284490, -3.815705], [1.499242, 1.058888, -5.681827], [1.406409, -0.340702, -4.603266], [3.701466, 0.511240, -6.402105], [3.233616, -1.131906, -5.976009], [5.432721, -0.229228, -4.828589], [4.208485, -0.851388, -3.719660], [4.490410, 2.102998, -4.489022], [4.711944, 1.424552, -2.854194]], "forces_ev_per_a": [[-0.559, -0.226, 0.840], [-0.023, 0.033, 0.033], [0.019, 0.001, 0.027], [-0.033, -0.030, 0.022], [0.028, 0.020, -0.032], [0.066, 0.036, -0.144], [0.088, 0.010, 0.048], [0.028, -0.020, 0.045], [-0.035, -0.026, 0.091], [0.049, -0.012, 0.025], [-0.118, 0.032, 0.082], [0.115, 0.023, 0.005], [0.011, -0.025, 0.007], [0.025, 0.012, -0.030], [0.013, -0.015, -0.014], [0.047, -0.021, -0.023], [-0.031, 0.059, -0.087], [-0.034, -0.035, -0.012], [-0.034, -0.046, 0.008], [0.024, -0.014, 0.014], [0.058, 0.070, -0.164], [-0.016, -0.023, 0.059], [-0.020, 0.049, -0.044], [-0.003, 0.034, -0.056], [0.021, -0.054, 0.011], [-0.185, 0.058, -0.107], [-0.005, 0.009, -0.008], [-0.048, -0.030, -0.020], [-0.030, -0.018, 0.024], [-0.012, -0.035, 0.013], [0.007, -0.014, 0.003], [0.002, -0.004, -0.023], [0.003, 0.010, -0.008], [-0.007, -0.006, 0.002], [0.001, -0.005, -0.011], [0.044, -0.017, -0.015], [-0.001, 0.003, -0.009], [0.000, -0.028, 0.014], [-0.020, -0.006, -0.005], [0.014, -0.007, 0.025], [0.015, 0.028, 0.036], [0.004, -0.015, 0.001], [0.039, 0.017, -0.001], [-0.013, -0.009, 0.001], [-0.028, -0.011, 0.019], [-0.010, 0.002, 0.011], [0.007, 0.012, -0.009], [-0.020, -0.004, -0.005], [-0.036, -0.011, 0.001], [-0.015, 0.017, -0.006], [0.008, 0.000, 0.015], [-0.023, 0.011, 0.010], [-0.006, 0.035, -0.007], [0.022, -0.012, 0.017], [0.050, -0.058, -0.044], [-0.002, 0.007, -0.009], [0.007, 0.012, 0.000], [0.024, -0.002, -0.002], [0.008, 0.000, 0.007], [0.003, 0.004, 0.011], [0.007, -0.016, -0.006], [-0.001, -0.007, 0.006], [0.008, 0.001, 0.001], [0.003, 0.003, 0.008], [0.009, 0.009, 0.009], [0.009, 0.014, -0.007], [-0.001, 0.014, -0.008], [0.006, 0.007, 0.013], [-0.004, 0.006, 0.006], [0.014, 0.019, 0.006], [0.024, -0.008, -0.026], [-0.016, 0.004, -0.021], [-0.040, 0.095, 0.007], [0.029, -0.010, 0.005], [-0.002, -0.034, 0.061], [-0.017, -0.044, -0.032], [-0.083, -0.044, -0.129], [-0.147, 0.280, -0.258], [0.117, -0.015, -0.037], [-0.004, 0.015, 0.079], [0.002, 0.011, -0.007], [-0.009, 0.008, 0.005], [0.023, -0.028, -0.002], [-0.024, 0.016, 0.003], [0.002, -0.009, -0.003], [-0.013, -0.037, 0.026], [-0.064, 0.044, -0.008], [0.027, -0.017, 0.035], [0.087, -0.106, -0.068], [-0.057, 0.357, -0.008], [-0.083, -0.354, -0.048], [0.326, 0.123, 0.267], [-0.186, -0.030, -0.088], [0.053, -0.108, 0.045], [0.010, 0.003, -0.007], [-0.023, 0.035, -0.007], [0.011, 0.003, 0.004], [-0.035, 0.008, 0.016], [-0.012, 0.017, -0.017], [0.005, -0.007, 0.005], [-0.012, -0.010, -0.012], [0.009, 0.018, 0.036], [0.016, 0.014, -0.007], [0.035, -0.035, -0.016], [0.576, 0.190, -0.745], [-0.093, -0.048, 0.317], [-0.030, -0.034, -0.002], [0.016, 0.064, 0.022], [-0.055, 0.005, 0.019], [0.035, -0.072, -0.038], [0.037, -0.028, 0.036], [-0.025, -0.014, -0.024], [0.008, -0.018, -0.021], [-0.010, -0.010, 0.034], [0.012, 0.030, -0.032], [0.018, -0.017, 0.000], [0.015, -0.012, 0.002], [0.017, -0.008, -0.023]]}